Record 1
The following is a quantum chemistry calculation of a molecular structure, C28H47CrN2O4S2SbSi3, from the Open Molecules 2025 dataset.

Output
Calculated total energy ... -4455.18557 Eh
Kohn-Sham gap (spin up / spin down) ... 0.271 / 0.264 hartree
Maximum force ... 0.59 eV/A
Energy relative to the best compared isomer or geometry (same formula, charge and spin) ... 41.6 kJ/mol
Spin multiplicity ... 2
Net charge ... -1
LUMO (spin up / spin down) ... 2.6 / 2.6 eV

The geometry in XYZ format:
```
88
Properties=species:S:1:pos:R:3:forces:R:3:mulliken_spin:R:1
Cr -0.52307 -0.09596 0.26852 0.339 0.086 -0.351 1.336
C -1.47851 3.05123 -1.09963 0.032 -0.146 0.081 0.016
C -1.34142 1.66663 -1.66233 -0.142 -0.196 0.180 -0.020
N -2.02365 0.67823 -1.15794 -0.154 0.384 -0.422 0.033
N -2.31941 -0.33534 -2.09212 0.032 0.111 0.095 0.001
C -2.39964 -1.50772 -1.59013 -0.116 -0.247 -0.030 -0.007
S -1.89173 -1.98821 -0.01177 0.006 0.129 0.080 -0.018
S -3.08453 -2.82799 -2.55377 0.037 0.020 0.024 0.001
C -3.52865 -2.00437 -4.10830 -0.050 0.056 0.015 0.000
C -2.53505 -2.23207 -5.21216 -0.009 0.014 -0.019 0.000
C -2.93410 -2.77544 -6.42687 -0.024 -0.004 0.025 0.000
C -2.01803 -2.97694 -7.45089 -0.003 -0.012 -0.040 0.000
C -0.68932 -2.63188 -7.26722 0.006 -0.004 -0.027 0.000
C -0.28375 -2.08693 -6.05526 0.047 0.004 -0.010 0.000
C -1.19688 -1.89190 -5.03506 0.016 0.035 0.018 0.001
C -0.41662 1.44050 -2.77661 -0.010 0.045 -0.033 -0.009
C -0.37149 2.19064 -3.94402 -0.017 -0.050 -0.009 -0.001
C 0.59195 1.94281 -4.90805 0.012 -0.003 0.010 0.002
C 1.54098 0.95319 -4.66528 0.004 0.025 -0.097 -0.001
C 1.54109 0.23122 -3.48794 -0.099 -0.068 0.099 0.002
C 0.56297 0.45872 -2.50261 0.056 -0.076 -0.032 -0.001
O 0.59810 -0.18459 -1.35315 -0.021 0.237 0.117 -0.027
H -2.40848 3.47029 -1.49757 0.033 0.045 -0.044 -0.001
H -0.65081 3.68494 -1.40823 0.050 0.008 -0.009 0.002
H -1.57097 3.04590 -0.01744 -0.072 -0.030 0.030 -0.004
H -3.61006 -0.94218 -3.87183 0.017 -0.017 0.010 0.000
H -4.51371 -2.36899 -4.40140 0.013 -0.036 0.029 0.000
H -3.97325 -3.04829 -6.57101 -0.023 -0.007 -0.005 0.000
H -2.34476 -3.40615 -8.39008 -0.003 -0.005 -0.009 0.000
H 0.02910 -2.78739 -8.06188 0.012 -0.005 -0.016 0.000
H 0.75093 -1.81062 -5.90249 0.034 0.023 0.024 0.000
H -0.87977 -1.47120 -4.08921 0.034 0.046 0.034 -0.001
H -1.11735 2.96071 -4.10448 -0.022 0.011 -0.010 0.000
H 0.60877 2.50908 -5.82971 -0.008 -0.004 -0.006 0.000
H 2.29981 0.74532 -5.41166 0.008 0.012 0.007 0.000
H 2.28944 -0.52556 -3.29805 0.034 -0.023 -0.003 0.001
O -1.08354 0.01768 2.22128 0.222 -0.027 0.013 -0.032
O -0.14614 -0.43890 3.23627 0.002 0.048 0.106 -0.012
C 1.87663 -3.14583 -1.90464 0.114 -0.062 0.036 0.000
Si 3.00984 -2.52684 -0.53728 -0.114 0.081 -0.136 -0.002
C 4.03849 -1.06463 -1.14378 0.002 -0.054 0.052 0.002
C 4.23418 -3.91473 -0.16838 -0.055 0.022 -0.049 -0.002
Sb 1.51850 -1.59964 1.33448 0.082 -0.250 0.296 -0.008
Si 3.32484 -0.73685 2.91770 -0.010 0.072 -0.064 -0.005
C 2.66037 -0.67431 4.67647 0.049 0.015 -0.075 0.000
C 3.90576 0.97222 2.37262 -0.038 -0.079 0.038 -0.001
C 4.88863 -1.79433 2.87044 -0.051 0.060 0.029 -0.001
Si 0.90150 -3.74984 2.57867 -0.028 -0.043 0.017 -0.002
C 2.40821 -4.81616 2.98726 -0.092 0.024 -0.003 -0.002
C -0.21378 -4.80194 1.49150 0.071 0.052 0.059 -0.001
C 0.04039 -3.36614 4.19794 0.013 -0.065 -0.102 -0.001
H 2.43871 -3.29088 -2.83186 0.004 -0.019 -0.046 0.000
H 1.06889 -2.44088 -2.08675 -0.053 0.078 -0.012 0.002
H 1.42508 -4.10301 -1.63626 0.004 -0.040 0.031 0.000
H 4.49958 -1.27933 -2.11131 0.024 -0.009 -0.043 0.000
H 4.84139 -0.84691 -0.43559 0.033 0.003 0.031 0.000
H 3.42638 -0.16863 -1.24491 -0.051 0.022 -0.015 -0.001
H 4.82505 -4.07100 -1.07560 0.055 -0.042 -0.020 0.000
H 3.73720 -4.85520 0.06675 -0.062 -0.034 -0.002 0.000
H 4.91883 -3.68232 0.64435 0.047 0.047 0.073 0.000
H 1.57140 -0.65011 4.68627 -0.065 0.029 -0.044 -0.001
H 3.01974 0.22783 5.17660 0.053 0.016 0.044 0.000
H 3.00144 -1.53728 5.25032 -0.002 -0.066 0.028 0.000
H 3.12044 1.72232 2.43274 -0.056 0.019 0.023 0.000
H 4.26888 0.94666 1.34381 0.009 -0.009 -0.037 0.000
H 4.73096 1.29149 3.01518 0.037 0.014 0.016 0.000
H 4.70459 -2.85952 2.99322 -0.040 -0.042 0.020 0.000
H 5.55214 -1.47018 3.67644 0.055 0.014 0.033 0.000
H 5.41814 -1.65375 1.92764 0.024 0.009 -0.066 0.000
H 2.84599 -5.28371 2.10645 0.022 0.014 -0.058 0.000
H 2.06333 -5.61274 3.65265 0.008 -0.063 0.018 0.000
H 3.19355 -4.27177 3.50958 -0.006 0.053 0.041 0.000
H 0.17071 -4.90054 0.47578 0.052 -0.010 -0.027 0.001
H -1.21430 -4.38172 1.41027 -0.043 0.041 0.018 0.000
H -0.28614 -5.79967 1.93257 -0.022 -0.060 0.008 0.000
H 0.76618 -3.15151 4.98346 0.044 0.040 0.034 0.000
H -0.54471 -4.23739 4.50303 -0.019 -0.054 0.040 0.000
H -0.60936 -2.49762 4.09307 -0.005 0.031 -0.029 0.000
C -3.25112 1.44175 1.81688 -0.049 -0.093 -0.027 0.015
O -1.99109 2.09504 1.82777 0.216 0.052 0.016 -0.027
C -0.86237 1.27527 1.67365 -0.431 -0.107 0.098 -0.198
C 0.36850 2.03263 2.09587 0.054 -0.038 -0.073 -0.016
H -3.37333 0.82893 0.91978 -0.005 0.031 0.063 -0.002
H -3.99384 2.23879 1.82645 -0.022 -0.014 -0.004 -0.001
H -3.36997 0.81387 2.70224 -0.012 0.023 -0.045 -0.003
H 0.07747 3.03828 2.39900 -0.001 0.010 -0.005 -0.005
H 1.10140 2.11268 1.28765 0.004 -0.021 0.001 -0.004
H 0.81486 1.49502 2.93351 -0.012 0.023 -0.004 0.000
```
Forces are in eV/Å.

Record 2
The following is a quantum chemistry calculation of a single CH3ClS2 molecule, from the Open Molecules 2025 dataset.

Output
Calculated total energy ... -1296.35372 Eh
Kohn-Sham gap (spin up / spin down) ... 0.249 / 0.198 hartree
Maximum force ... 1.47 eV/A
Energy relative to the best compared isomer or geometry (same formula, charge and spin) ... 0.0 kJ/mol
Spin multiplicity ... 3
LUMO (spin up / spin down) ... -0.2 / -3.1 eV

The geometry in XYZ format:
```
7
Properties=species:S:1:pos:R:3:forces:R:3:mulliken_spin:R:1
C -0.19300 0.17874 -0.07174 -0.198 -0.023 -0.350 -0.017
S -1.47021 1.34714 -0.57517 0.985 1.046 -0.334 0.777
S -3.36233 0.64079 0.70472 -0.982 -0.538 0.105 1.042
Cl -4.10516 -0.90053 -0.32865 -0.028 -0.095 0.376 0.157
H -0.57128 -0.83783 -0.13253 0.110 -0.154 0.081 0.009
H 0.16441 0.40978 0.92748 0.014 -0.041 0.002 0.004
H 0.60998 0.31643 -0.79503 0.099 -0.193 0.119 0.029
```
Forces are in eV/Å.

Record 3
The following is a quantum chemistry calculation of 9 unconnected molecules or ions with the total composition C17H51NO12, from the Open Molecules 2025 dataset.

Output
Calculated total energy ... -1635.42154 Eh
Kohn-Sham gap ... 0.343 hartree
Maximum force ... 14.63 eV/A
Energy relative to the best compared isomer or geometry (same formula, charge and spin) ... 748.2 kJ/mol
Spin multiplicity ... 1
LUMO ... 0.2 eV

The geometry in XYZ format:
```
81
Properties=species:S:1:pos:R:3:forces:R:3:lowdin_charge:R:1
C -1.17702 -3.78310 -3.83580 0.425 -4.333 0.638 -0.174
O -0.84702 -2.48510 -4.01080 0.616 2.973 0.049 -0.124
C 0.03098 -1.82710 -3.05680 1.100 0.371 -2.286 -0.101
C 0.34398 -0.34210 -3.45680 -0.440 -2.268 2.216 -0.081
N 1.41098 0.14490 -2.59680 -3.029 3.679 5.251 0.069
H 1.09698 -0.11510 -1.59480 0.455 0.974 -0.726 0.137
H 2.29898 -0.25610 -2.57280 2.294 -1.717 -1.268 0.061
C 1.77298 1.71390 -2.71080 -4.295 -1.073 1.539 -0.013
C 2.67498 2.23290 -1.64380 2.048 -0.411 0.242 -0.192
O 3.06898 3.54090 -2.00780 1.565 -1.867 -0.022 -0.100
C 2.06498 4.38890 -1.73780 -2.580 -2.896 4.022 -0.153
H -2.13302 -4.25710 -4.16580 0.238 1.749 -0.436 0.107
H -1.14402 -4.09010 -2.83580 -0.480 0.233 2.375 0.050
H -0.45702 -4.60310 -4.11380 0.319 1.193 -1.067 0.100
H 1.02498 -2.22710 -3.05580 0.827 -1.150 -0.748 0.102
H -0.11502 -1.91110 -2.00580 -1.709 0.054 0.956 0.103
H -0.50402 0.25590 -3.50780 -1.538 1.356 0.959 0.111
H 0.81898 -0.11510 -4.29380 1.327 -0.647 -5.098 0.088
H 0.83598 2.40490 -2.87980 1.290 -1.895 1.008 0.158
H 2.15998 1.70890 -3.63580 2.246 0.255 -3.230 0.085
H 3.59798 1.64690 -1.46380 -0.333 0.015 -0.793 0.142
H 2.28798 2.24690 -0.65280 -1.159 0.026 0.754 0.115
H 1.59598 4.39490 -0.71080 0.984 -0.539 -0.439 0.130
H 1.24198 4.27490 -2.31380 -2.866 -0.958 -2.237 0.042
H 2.28498 5.29290 -1.91480 2.590 6.891 -1.241 0.031
C -0.08602 -0.08110 0.41420 4.363 -3.577 1.262 -0.629
O 1.07498 -0.80910 0.22320 -4.127 2.479 0.802 -0.134
O -0.66702 0.00690 1.62420 1.305 -0.548 1.167 0.104
O -0.66302 0.46090 -0.49680 -0.471 0.908 -1.948 0.008
H -0.19302 -0.44510 2.40220 -0.900 0.486 -1.656 0.130
C -2.55302 2.77590 5.11820 -0.471 -0.823 -0.109 -0.090
C -2.14902 2.16590 3.78420 -3.702 -1.124 0.367 -0.334
O -0.76702 2.12090 3.67820 -1.786 3.398 7.747 0.016
H -2.04602 3.68690 5.06920 0.500 1.890 0.618 0.051
H -2.32102 2.29490 6.05320 0.923 -0.751 0.052 0.064
H -3.62002 2.90790 5.26720 -0.296 0.341 -0.769 0.074
H -2.63302 2.79590 3.03720 0.536 0.617 -0.333 0.103
H -2.83302 1.23390 3.57120 2.139 0.533 0.558 0.143
H -0.60602 1.74190 2.94120 2.140 -4.038 -8.177 -0.064
C -0.98102 -4.91510 1.70420 -6.903 9.699 8.496 -0.036
C -0.79202 -3.57710 0.94320 0.192 -0.333 1.010 -0.304
O 0.54698 -3.48310 0.58320 1.535 0.466 -0.856 -0.107
H -2.09802 -5.04910 2.07620 1.790 0.009 -1.686 0.125
H -0.58602 -5.00110 2.73220 0.794 0.702 -0.496 0.074
H -0.63502 -5.58510 1.22720 4.091 -9.118 -6.628 -0.058
H -0.98102 -2.58410 1.39120 -1.056 -0.940 0.657 0.104
H -1.36002 -3.66410 0.04320 -0.989 0.017 -0.749 0.086
H 0.64898 -2.54410 0.29820 0.640 -0.667 0.315 0.029
C -1.95402 3.32790 -2.14380 -0.178 -6.795 2.327 -0.086
C -1.91102 3.52590 -0.70580 -2.369 -2.245 3.596 -0.375
O -0.67702 3.14490 -0.20680 1.923 -1.354 0.312 -0.128
H -2.83202 3.69090 -2.37280 -4.914 1.408 -2.089 0.021
H -1.97002 2.10590 -2.22980 0.708 3.191 -0.895 0.142
H -1.28502 3.98390 -2.46080 3.720 1.863 -2.515 0.030
H -2.60402 2.69890 -0.09480 0.439 2.708 -1.748 0.163
H -2.19502 4.58590 -0.51080 0.478 -0.707 0.643 0.126
H -0.66902 2.12690 -0.32980 0.129 2.243 0.370 0.061
C -3.68802 -0.41610 -1.26780 -9.110 7.677 5.343 -0.147
O -3.20602 0.12690 -0.07880 2.009 0.549 0.817 -0.146
H -3.11602 -0.99310 -1.59580 9.407 -8.642 -5.646 -0.068
H -3.86402 0.42890 -2.00480 -0.857 -1.312 0.557 0.112
H -4.45002 -1.13910 -0.84680 -0.641 1.317 -1.501 0.121
H -2.20802 0.13490 -0.17880 -1.760 0.467 0.415 0.023
C 2.80298 0.88890 2.70520 -0.171 -4.491 4.218 -0.189
O 3.09198 0.12890 1.59320 0.249 0.537 -0.051 -0.102
H 2.37498 1.76990 2.65020 -0.768 5.443 -1.528 0.015
H 3.53098 0.82690 3.54420 0.013 0.247 -0.953 0.100
H 1.84898 0.51590 3.24320 1.020 -0.749 -0.302 0.090
H 2.19198 -0.13310 1.37420 0.168 -0.947 -1.401 0.002
C 0.24798 -2.13510 4.63020 -3.681 -0.965 4.400 -0.154
O -0.93202 -1.61710 4.07620 -3.750 1.099 0.335 -0.208
H -0.13802 -3.15410 4.89720 1.741 0.126 -0.082 0.084
H 0.35398 -1.59410 5.66820 1.125 -0.838 -2.119 0.119
H 0.94998 -2.12910 3.86320 1.778 0.126 -0.681 0.056
H -1.77102 -1.75910 4.69620 3.049 0.487 -2.015 0.163
C 3.93198 -2.26210 -1.87380 -3.844 0.834 -1.892 -0.033
O 3.86998 -1.01910 -2.73080 -0.770 -0.931 0.981 -0.171
H 3.57298 -2.06410 -0.84480 0.489 0.180 -0.608 0.087
H 4.90198 -2.59010 -1.95980 2.023 -1.197 0.233 0.042
H 3.14898 -3.00710 -2.37380 1.920 1.423 1.073 0.118
H 4.71498 -0.68910 -3.04080 0.284 -0.392 0.342 0.084
```
Forces are in eV/Å.

Q: What is the formula in the second record?
A: CH3ClS2